This record from the Open Molecules 2025 dataset describes C29H43IN7OPPt as an isolated structure. The level of theory is the ωB97M-V functional and the def2-TZVPD basis.

Total charge = +2
F_max = 0.233 eV Å⁻¹
Gap between HOMO and LUMO = 6.80 eV
Energy = -63872.365 eV
E_HOMO = -13.682 eV
2S+1 = 1

Each line ends with the Löwdin charge.
Atoms and positions in Å:
Pt (1.9773, -0.8227, -0.5628)  1.210
C (6.0813, -1.3711, -4.3768)  -0.050
C (4.9722, -2.1668, -4.1157)  -0.058
C (4.2648, -2.0047, -2.9372)  -0.042
C (4.7026, -1.0608, -2.0183)  -0.249
C (5.8191, -0.2709, -2.2567)  -0.009
C (6.5004, -0.4239, -3.4522)  -0.049
N (3.9968, -0.9432, -0.7776)  -0.119
N (4.7119, -0.8203, 0.2387)  0.120
C (3.9320, -0.7560, 1.4033)  -0.259
C (4.5453, -0.6414, 2.6248)  0.093
C (3.7972, -0.6123, 3.8393)  -0.028
C (2.4576, -0.7244, 3.7852)  -0.009
C (1.7331, -0.8733, 2.5012)  -0.174
C (2.5262, -0.8344, 1.2564)  -0.234
H (6.6240, -1.4933, -5.3044)  0.117
H (4.6658, -2.9201, -4.8289)  0.115
H (3.4096, -2.6259, -2.7087)  0.107
H (6.1341, 0.4570, -1.5222)  0.116
H (7.3632, 0.1934, -3.6606)  0.117
H (5.6270, -0.5710, 2.6546)  0.142
H (4.3178, -0.5123, 4.7807)  0.126
H (1.8697, -0.7220, 4.6951)  0.129
H (0.9050, -0.1554, 2.4333)  0.105
N (0.0084, -0.6686, -0.2687)  -0.377
P (-1.1365, 0.1854, 0.2376)  0.599
N (-2.4679, 0.4368, -0.6822)  -0.201
C (-2.2819, 1.4266, -1.7741)  -0.202
C (-3.6317, 1.9900, -2.1748)  -0.160
C (-4.5226, 0.8885, -2.7714)  -0.169
C (-4.1121, -0.4972, -2.2580)  -0.171
C (-3.6583, -0.4289, -0.8080)  -0.186
N (-0.8241, 1.6217, 0.9962)  -0.201
C (0.5315, 2.1984, 0.9926)  -0.205
C (0.8303, 2.8690, 2.3250)  -0.177
C (-0.2081, 3.9416, 2.6347)  -0.185
C (-1.6151, 3.3576, 2.5607)  -0.173
C (-1.8483, 2.6628, 1.2256)  -0.206
N (-1.9676, -0.8061, 1.5768)  -0.048
C (-2.9394, -0.1764, 2.5008)  -0.136
C (-3.1770, -1.0189, 3.7411)  -0.155
C (-3.4882, -2.4564, 3.3543)  -0.166
C (-2.3070, -3.0241, 2.5792)  -0.125
C (-1.6881, -2.0528, 1.6456)  -0.070
H (-1.7854, 0.9662, -2.6339)  0.071
H (-1.6194, 2.2170, -1.4198)  0.105
H (-3.4915, 2.8013, -2.8887)  0.122
H (-4.0963, 2.4306, -1.2889)  0.115
H (-4.4605, 0.9018, -3.8598)  0.116
H (-5.5655, 1.0827, -2.5187)  0.117
H (-3.2890, -0.8979, -2.8572)  0.097
H (-4.9365, -1.2039, -2.3501)  0.123
H (-3.4330, -1.4300, -0.4405)  0.108
H (-4.4767, -0.0252, -0.2008)  0.118
H (0.5995, 2.9351, 0.1819)  0.135
H (1.2514, 1.4166, 0.7649)  0.054
H (1.8323, 3.3008, 2.2931)  0.122
H (0.8269, 2.1115, 3.1185)  0.106
H (-0.1140, 4.7526, 1.9060)  0.124
H (-0.0282, 4.3796, 3.6163)  0.120
H (-2.3646, 4.1393, 2.6912)  0.125
H (-1.7551, 2.6406, 3.3769)  0.106
H (-1.7896, 3.4043, 0.4203)  0.126
H (-2.8391, 2.2183, 1.1731)  0.103
H (-3.8636, -0.0214, 1.9409)  0.126
H (-2.5315, 0.7950, 2.7627)  0.091
H (-3.9916, -0.5715, 4.3095)  0.131
H (-2.2890, -0.9853, 4.3800)  0.127
H (-4.3860, -2.4850, 2.7321)  0.127
H (-3.6906, -3.0692, 4.2301)  0.126
H (-2.5675, -3.9109, 1.9944)  0.139
H (-1.5044, -3.3648, 3.2465)  0.140
H (-0.9291, -2.3799, 0.9351)  0.117
H (1.2096, -1.8438, 2.5030)  0.149
N (-0.3976, -1.5071, -2.9720)  0.198
C (0.7310, -0.9756, -3.4129)  -0.645
O (1.6708, -0.6577, -2.6528)  -0.183
C (0.8970, -0.7364, -4.8790)  -0.532
I (0.1318, 1.2072, -5.3265)  0.885
H (-0.5521, -1.4841, -1.9618)  0.052
H (-1.1324, -1.7455, -3.6160)  0.120
H (0.3477, -1.4470, -5.4886)  0.060
H (1.9513, -0.7310, -5.1321)  0.056